(1)
C26H69FeN6O8 as an isolated structure at a distorted geometry, computed with wB97M-V/def2-TZVPD.

Properties
Kohn-Sham gap (alpha / beta): 7.2 / 6.6 eV
ΔE to the lowest compared entry with this formula, charge and spin: 1.750 eV
Expectation value of S²: 6.01
Multiplicity: 5
Charge: +1

Geometry (Å):
1 Fe 0.443 2.901 -0.366
2 C -1.024 -0.791 -0.721
3 C -0.403 0.539 -0.512
4 O -1.052 1.554 -0.339
5 O 0.830 0.668 -0.376
6 H -0.326 -1.397 -1.298
7 H -1.967 -0.786 -1.268
8 H -1.069 -1.233 0.275
9 C -4.657 -0.012 6.011
10 C -3.654 -0.525 5.041
11 C -2.244 0.110 5.273
12 O -1.278 -0.108 4.284
13 C -1.490 0.588 3.079
14 N -3.513 -1.880 5.156
15 H -4.492 1.045 6.220
16 H -4.897 -0.638 6.870
17 H -5.579 -0.088 5.436
18 H -4.020 -0.307 4.038
19 H -1.883 -0.336 6.200
20 H -2.226 1.194 5.388
21 H -2.329 0.287 2.452
22 H -0.612 0.388 2.466
23 H -1.516 1.675 3.008
24 H -3.312 -2.014 6.136
25 H -2.681 -2.119 4.635
26 C 3.894 -0.619 0.918
27 C 4.812 0.088 -0.130
28 C 6.121 -0.699 -0.267
29 O 5.839 -2.002 -0.987
30 C 6.712 -3.086 -0.685
31 N 4.181 0.286 -1.430
32 H 2.912 -0.174 0.757
33 H 4.158 -0.466 1.965
34 H 3.669 -1.641 0.613
35 H 5.142 1.100 0.107
36 H 6.746 -0.716 0.626
37 H 6.840 -0.284 -0.973
38 H 7.749 -2.819 -0.889
39 H 6.475 -3.940 -1.320
40 H 6.570 -3.439 0.337
41 H 3.220 -0.006 -1.319
42 H 4.558 -0.404 -2.064
43 C -3.653 3.699 2.626
44 C -3.543 3.257 1.175
45 C -4.822 2.498 0.741
46 O -5.991 3.334 0.881
47 C -7.171 2.671 0.643
48 N -3.406 4.491 0.296
49 H -4.420 4.450 2.814
50 H -2.748 3.812 3.223
51 H -4.097 2.895 3.212
52 H -2.665 2.617 1.086
53 H -4.925 1.542 1.254
54 H -4.745 2.251 -0.318
55 H -7.938 3.338 0.249
56 H -7.500 2.119 1.523
57 H -7.127 1.887 -0.113
58 H -4.163 5.126 0.508
59 H -3.434 4.185 -0.666
60 C 1.000 -2.201 -4.481
61 C 1.078 -0.760 -4.926
62 C 2.472 -0.086 -4.848
63 O 2.463 1.120 -5.541
64 C 3.779 1.723 -5.602
65 N 0.707 -0.651 -6.287
66 H -0.001 -2.574 -4.695
67 H 1.075 -2.246 -3.395
68 H 1.641 -2.897 -5.022
69 H 0.453 -0.172 -4.253
70 H 3.196 -0.750 -5.321
71 H 2.793 0.042 -3.815
72 H 4.463 1.524 -6.427
73 H 4.300 1.503 -4.670
74 H 3.656 2.804 -5.650
75 H 1.112 0.222 -6.593
76 H 1.197 -1.281 -6.906
77 C -2.079 -6.618 1.212
78 C -1.451 -5.797 2.375
79 C -0.731 -4.506 1.943
80 O 0.036 -4.019 3.027
81 C 0.591 -2.726 2.751
82 N -2.476 -5.594 3.394
83 H -2.608 -7.474 1.630
84 H -1.371 -6.883 0.427
85 H -2.885 -6.036 0.765
86 H -0.709 -6.479 2.792
87 H -1.496 -3.829 1.563
88 H -0.067 -4.753 1.114
89 H -0.190 -1.976 2.630
90 H 1.131 -2.775 1.805
91 H 1.387 -2.584 3.482
92 H -3.297 -5.287 2.892
93 H -2.110 -4.791 3.885
94 C 3.907 3.559 -2.433
95 C 2.483 3.647 -1.900
96 C 1.437 2.947 -2.810
97 O 0.073 3.021 -2.367
98 C -0.888 2.568 -3.243
99 N 2.556 3.089 -0.515
100 H 4.023 3.948 -3.444
101 H 4.356 2.566 -2.419
102 H 4.556 4.228 -1.868
103 H 2.174 4.688 -1.803
104 H 1.682 1.892 -2.929
105 H 1.586 3.342 -3.815
106 H -1.895 2.868 -2.956
107 H -0.961 1.480 -3.239
108 H -0.760 2.941 -4.260
109 H 3.138 3.586 0.144
110 H 3.168 2.371 -0.876

Löwdin atomic charge list, values in e, 99 entries: atom 1 (Fe): 1.093, atom 2 (C): 0.046, atom 3 (C): -0.747, atom 4 (O): -0.062, atom 5 (O): -0.040, atom 6 (H): 0.083, atom 7 (H): 0.101, atom 8 (H): 0.083, atom 9 (C): -0.052, atom 10 (C): -0.520, atom 11 (C): -0.184, atom 12 (O): -0.168, atom 13 (C): -0.125, atom 14 (N): 0.050, atom 15 (H): 0.083, atom 16 (H): 0.088, atom 17 (H): 0.082, atom 18 (H): 0.128, atom 19 (H): 0.133, atom 20 (H): 0.118, atom 21 (H): 0.087, atom 22 (H): 0.071, atom 23 (H): 0.072, atom 24 (H): 0.086, atom 25 (H): 0.075, atom 26 (C): -0.030, atom 27 (C): -0.411, atom 28 (C): -0.138, atom 29 (O): -0.226, atom 30 (C): -0.110, atom 31 (N): 0.042, atom 32 (H): 0.039, atom 33 (H): 0.085, atom 34 (H): 0.083, atom 35 (H): 0.120, atom 36 (H): 0.125, atom 37 (H): 0.116, atom 38 (H): 0.085, atom 39 (H): 0.086, atom 40 (H): 0.086, atom 41 (H): 0.049, atom 42 (H): 0.072, atom 43 (C): -0.074, atom 44 (C): -0.387, atom 45 (C): -0.184, atom 46 (O): -0.180, atom 47 (C): -0.143, atom 48 (N): 0.042, atom 49 (H): 0.085, atom 50 (H): 0.070, atom 51 (H): 0.069, atom 52 (H): 0.086, atom 53 (H): 0.119, atom 54 (H): 0.115, atom 55 (H): 0.095, atom 56 (H): 0.091, atom 57 (H): 0.082, atom 58 (H): 0.065, atom 59 (H): 0.048, atom 60 (C): -0.052, atom 61 (C): -0.456, atom 62 (C): -0.229, atom 63 (O): -0.206, atom 64 (C): -0.064, atom 65 (N): 0.049, atom 66 (H): 0.084, atom 67 (H): 0.068, atom 68 (H): 0.087, atom 69 (H): 0.113, atom 70 (H): 0.135, atom 71 (H): 0.095, atom 72 (H): 0.095, atom 73 (H): 0.073, atom 74 (H): 0.079, atom 75 (H): 0.061, atom 76 (H): 0.087, atom 77 (C): -0.062, atom 78 (C): -0.437, atom 79 (C): -0.223, atom 80 (O): -0.181, atom 81 (C): -0.081, atom 82 (N): 0.050, atom 83 (H): 0.079, atom 84 (H): 0.074, atom 85 (H): 0.067, atom 86 (H): 0.132, atom 87 (H): 0.120, atom 88 (H): 0.121, atom 89 (H): 0.063, atom 90 (H): 0.072, atom 91 (H): 0.098, atom 92 (H): 0.064, atom 93 (H): 0.052, atom 94 (C): -0.046, atom 95 (C): -0.363, atom 96 (C): -0.128, atom 97 (O): -0.259, atom 98 (C): -0.065, atom 99 (N): 0.030

(2)
A 12-piece molecular cluster, C26H69N7O12 overall at a distorted geometry, computed with wB97M-V/def2-TZVPD.

Properties
Structure (SMILES): CN(C)C=O.CN(C)C=O.CN(C)C=O.CN(C)C=O.CN(C)C=O.CN(C)C=O.CN(C)C=O.CO.CO.CO.CO.CO
Kohn-Sham gap: 9.2 eV

Geometry (Å):
1 C 5.145 -27.497 -9.811
2 N 5.235 -26.217 -9.113
3 C 4.734 -25.079 -9.838
4 C 5.837 -26.064 -7.925
5 O 6.093 -24.963 -7.422
6 H 5.344 -28.334 -9.143
7 H 5.819 -27.534 -10.667
8 H 4.150 -27.733 -10.190
9 H 3.645 -25.131 -9.867
10 H 4.895 -24.124 -9.339
11 H 5.076 -24.978 -10.868
12 H 6.278 -26.998 -7.542
13 C 2.816 -18.995 -7.276
14 N 3.162 -17.607 -7.164
15 C 3.954 -17.156 -5.952
16 C 2.700 -16.773 -8.127
17 O 2.898 -15.528 -8.114
18 H 2.427 -19.363 -8.225
19 H 2.072 -19.245 -6.519
20 H 3.716 -19.575 -7.073
21 H 3.310 -17.340 -5.091
22 H 4.922 -17.644 -5.838
23 H 4.031 -16.069 -5.982
24 H 2.149 -17.176 -8.991
25 C 2.578 -26.489 -15.427
26 N 2.498 -25.471 -14.435
27 C 1.706 -24.313 -14.978
28 C 3.137 -25.434 -13.290
29 O 3.089 -24.491 -12.482
30 H 3.139 -27.393 -15.193
31 H 3.146 -26.021 -16.231
32 H 1.565 -26.701 -15.769
33 H 2.293 -23.830 -15.759
34 H 0.727 -24.624 -15.341
35 H 1.560 -23.505 -14.262
36 H 3.631 -26.386 -13.042
37 C 3.156 -19.192 -13.874
38 N 3.555 -17.900 -14.262
39 C 4.591 -18.014 -15.254
40 C 2.940 -16.800 -13.850
41 O 3.192 -15.718 -14.308
42 H 2.306 -19.165 -13.192
43 H 3.968 -19.846 -13.557
44 H 2.820 -19.666 -14.796
45 H 4.284 -18.606 -16.116
46 H 4.896 -17.109 -15.780
47 H 5.432 -18.579 -14.854
48 H 2.177 -16.995 -13.080
49 C 6.096 -18.003 -10.887
50 N 7.438 -17.796 -11.486
51 C 8.319 -16.749 -10.835
52 C 7.725 -18.449 -12.579
53 O 8.844 -18.456 -13.088
54 H 5.415 -17.160 -11.003
55 H 6.167 -18.232 -9.824
56 H 5.636 -18.891 -11.321
57 H 7.781 -15.815 -10.676
58 H 8.444 -17.102 -9.812
59 H 9.214 -16.488 -11.401
60 H 6.901 -19.150 -12.782
61 C 2.433 -24.218 -5.833
62 N 1.749 -24.845 -7.013
63 C 1.267 -23.859 -8.019
64 C 1.731 -26.153 -7.183
65 O 1.180 -26.748 -8.128
66 H 1.745 -23.724 -5.146
67 H 3.041 -23.418 -6.256
68 H 3.135 -24.830 -5.267
69 H 0.474 -23.229 -7.615
70 H 2.077 -23.192 -8.312
71 H 0.826 -24.391 -8.861
72 H 2.274 -26.614 -6.343
73 C 0.339 -21.000 -14.175
74 N -0.495 -19.959 -14.713
75 C 0.122 -18.745 -15.282
76 C -1.802 -20.121 -14.859
77 O -2.426 -21.124 -14.470
78 H -0.200 -21.896 -13.867
79 H 0.791 -20.529 -13.302
80 H 1.218 -21.316 -14.738
81 H 0.935 -18.976 -15.971
82 H -0.577 -18.207 -15.922
83 H 0.356 -18.144 -14.404
84 H -2.263 -19.282 -15.402
85 C 5.631 -22.743 -14.447
86 O 6.907 -22.110 -14.098
87 H 5.466 -23.585 -13.776
88 H 4.770 -22.105 -14.249
89 H 5.651 -22.989 -15.509
90 H 7.045 -22.263 -13.160
91 C 3.056 -21.161 -10.815
92 O 3.738 -21.813 -11.885
93 H 2.209 -20.792 -11.393
94 H 2.559 -21.737 -10.035
95 H 3.719 -20.387 -10.429
96 H 3.433 -22.723 -11.912
97 C 6.449 -21.477 -8.425
98 O 6.042 -21.964 -7.132
99 H 6.231 -22.183 -9.227
100 H 5.979 -20.519 -8.649
101 H 7.516 -21.258 -8.423
102 H 5.902 -22.910 -7.217
103 C 0.387 -17.187 -10.808
104 O 1.211 -18.298 -10.860
105 H -0.040 -16.967 -9.830
106 H 0.921 -16.305 -11.162
107 H -0.476 -17.303 -11.463
108 H 0.700 -19.017 -10.480
109 C -0.826 -21.056 -10.370
110 O -0.128 -20.263 -9.453
111 H -0.138 -21.424 -11.131
112 H -1.351 -21.888 -9.900
113 H -1.535 -20.473 -10.959
114 H -0.737 -19.799 -8.873

Löwdin atomic charge list, values in e, 99 entries: atom 1 (C): -0.047, atom 2 (N): -0.169, atom 3 (C): -0.046, atom 4 (C): -0.303, atom 5 (O): -0.019, atom 6 (H): 0.086, atom 7 (H): 0.088, atom 8 (H): 0.087, atom 9 (H): 0.085, atom 10 (H): 0.072, atom 11 (H): 0.086, atom 12 (H): 0.139, atom 13 (C): -0.072, atom 14 (N): -0.176, atom 15 (C): 0.000, atom 16 (C): -0.297, atom 17 (O): -0.048, atom 18 (H): 0.070, atom 19 (H): 0.086, atom 20 (H): 0.082, atom 21 (H): 0.082, atom 22 (H): 0.086, atom 23 (H): 0.079, atom 24 (H): 0.105, atom 25 (C): -0.064, atom 26 (N): -0.169, atom 27 (C): -0.003, atom 28 (C): -0.313, atom 29 (O): -0.041, atom 30 (H): 0.097, atom 31 (H): 0.093, atom 32 (H): 0.095, atom 33 (H): 0.095, atom 34 (H): 0.098, atom 35 (H): 0.059, atom 36 (H): 0.144, atom 37 (C): -0.098, atom 38 (N): -0.177, atom 39 (C): -0.036, atom 40 (C): -0.361, atom 41 (O): 0.032, atom 42 (H): 0.065, atom 43 (H): 0.081, atom 44 (H): 0.070, atom 45 (H): 0.087, atom 46 (H): 0.098, atom 47 (H): 0.085, atom 48 (H): 0.119, atom 49 (C): -0.043, atom 50 (N): -0.157, atom 51 (C): 0.000, atom 52 (C): -0.386, atom 53 (O): -0.004, atom 54 (H): 0.090, atom 55 (H): 0.074, atom 56 (H): 0.064, atom 57 (H): 0.079, atom 58 (H): 0.081, atom 59 (H): 0.087, atom 60 (H): 0.117, atom 61 (C): -0.029, atom 62 (N): -0.161, atom 63 (C): -0.027, atom 64 (C): -0.363, atom 65 (O): -0.030, atom 66 (H): 0.083, atom 67 (H): 0.073, atom 68 (H): 0.087, atom 69 (H): 0.084, atom 70 (H): 0.065, atom 71 (H): 0.086, atom 72 (H): 0.132, atom 73 (C): -0.050, atom 74 (N): -0.171, atom 75 (C): -0.023, atom 76 (C): -0.341, atom 77 (O): -0.024, atom 78 (H): 0.091, atom 79 (H): 0.062, atom 80 (H): 0.079, atom 81 (H): 0.094, atom 82 (H): 0.087, atom 83 (H): 0.086, atom 84 (H): 0.133, atom 85 (C): -0.129, atom 86 (O): -0.123, atom 87 (H): 0.062, atom 88 (H): 0.047, atom 89 (H): 0.078, atom 90 (H): 0.062, atom 91 (C): -0.125, atom 92 (O): -0.147, atom 93 (H): 0.044, atom 94 (H): 0.067, atom 95 (H): 0.077, atom 96 (H): 0.016, atom 97 (C): -0.141, atom 98 (O): -0.133, atom 99 (H): 0.067